A cluster of 2 separate species, C4H11N2 in total at a distorted geometry, computed with wB97M-V/def2-TZVPD.

Summary:
Molar mass   87.15 g mol⁻¹
Orbital gap   11.1 eV
Maximum force   3.96 eV/Å
Total energy   -268.19453 hartree
LUMO level   -3.588 eV
Total charge   +1

Last column: Mulliken charge in e.
Cartesian coordinates (Å):
1 N 1.463 -0.302 -0.579  -0.09
2 N -1.127 0.203 -0.103  -0.09
3 C 2.399 -0.123 0.537  -0.94
4 C -0.860 1.430 -0.344  -0.28
5 C 0.457 -1.034 -0.403  -0.38
6 C -2.432 -0.239 0.305  -0.94
7 H -3.112 -0.249 -0.566  0.35
8 H -2.360 -1.217 0.643  0.32
9 H 1.862 -0.051 1.411  0.42
10 H 3.253 -0.840 0.471  0.30
11 H 1.497 0.157 -1.484  0.34
12 H -0.035 -1.392 -1.287  0.37
13 H 0.355 -1.561 0.498  0.38
14 H -1.425 2.332 -0.292  0.33
15 H 2.830 0.922 0.573  0.33
16 H 0.207 1.703 -0.445  0.19
17 H -2.972 0.261 1.066  0.38